The following is a quantum chemistry calculation of a 11-piece molecular cluster, C34H48F7NO29S3 overall, from OMol25.

Calculated values
Spin multiplicity ... 2
⟨S²⟩ ... 0.75
Total charge ... -1
HOMO (alpha / beta) ... -1.53 / -5.17 eV

Geometry as XYZ:
```
122
Properties=species:S:1:pos:R:3:forces:R:3:lowdin_spin:R:1
C -0.18372 -3.08000 -4.58984 0.65 -1.26 0.57 0.03
N -0.34799 -3.73093 -3.26756 -0.38 3.86 -3.55 0.42
O -0.82025 -3.05096 -2.34374 -1.54 3.05 2.72 0.22
O -0.03639 -4.88079 -3.07933 1.89 -6.08 0.18 0.27
H 0.63986 -2.36597 -4.58985 -0.24 0.49 0.48 0.01
H -1.10580 -2.62685 -4.95389 -0.06 0.08 0.14 0.01
H 0.18969 -3.84322 -5.27260 -0.41 -0.20 -0.10 0.00
C 0.29520 -0.12491 -0.23161 -0.16 -0.66 0.80 0.00
C -1.24849 -0.29833 -0.28716 0.20 -0.96 1.21 0.00
C -1.59775 -1.35726 0.80108 0.66 -0.17 -0.31 0.00
S -0.49021 -1.00363 2.22653 -1.45 0.12 -1.77 0.00
O 0.06168 -2.26952 2.71688 -0.26 1.58 0.23 0.00
O -1.25370 -0.06059 3.06315 1.14 -0.80 0.25 0.00
C 0.77344 -0.04285 1.24713 -0.65 -0.32 0.50 0.00
H 0.61453 0.70146 -0.86662 0.26 -0.10 0.28 0.00
H 0.76588 -1.04708 -0.57242 -0.24 0.08 -0.70 0.00
H -1.55771 -0.70580 -1.24968 0.05 0.16 -0.09 0.00
H -1.78855 0.61225 -0.02777 0.07 0.25 -0.25 0.00
H -1.37070 -2.36045 0.44029 0.42 -0.02 -0.12 0.00
H -2.63803 -1.42703 1.11895 0.07 0.56 0.25 0.00
H 1.67461 -0.59971 1.50384 0.23 0.15 -0.49 0.00
H 0.85157 0.96771 1.64809 -0.22 -0.05 0.18 0.00
C 4.17211 1.11636 0.11226 -1.72 0.94 1.64 0.00
C 4.34822 1.84287 1.49243 0.26 -0.52 0.06 0.00
C 5.28362 3.02180 1.28637 0.52 0.49 -1.11 0.00
S 6.46188 2.53675 -0.02095 -0.54 -1.91 0.71 0.00
O 7.62360 1.90429 0.58641 0.21 1.11 -0.36 0.00
O 6.53877 3.60366 -1.01430 0.20 -0.98 0.73 0.00
C 5.47223 1.04699 -0.58866 0.92 1.29 -1.26 0.00
H 3.40391 1.74219 -0.34197 0.26 -0.02 -0.90 0.00
H 3.65109 0.17875 0.30597 0.45 -0.28 -0.23 0.00
H 4.70606 1.11981 2.22540 0.32 0.18 0.10 0.00
H 3.37947 2.18177 1.85956 0.00 0.03 -0.04 0.00
H 5.87820 3.43402 2.10164 -0.17 -0.36 0.17 0.00
H 4.81772 3.85694 0.76333 -0.49 0.08 0.32 0.00
H 6.04513 0.13388 -0.42703 0.10 0.31 0.29 0.00
H 5.45379 1.26841 -1.65577 -0.44 -0.45 -0.16 0.00
C -0.98019 3.30116 0.65817 -0.43 0.13 2.46 0.00
C 0.06527 3.50767 -0.39129 0.28 -0.07 -1.11 0.00
C -0.18216 4.91341 -0.88037 -1.32 0.86 -1.93 0.00
S -0.79733 5.94223 0.46010 0.02 1.43 -0.07 0.00
O -2.14147 6.48125 0.13394 2.06 -1.27 0.55 0.00
O 0.21733 6.90734 0.89108 -0.82 -0.89 -0.26 0.00
C -0.88701 4.53877 1.58052 -0.04 0.57 0.13 0.00
H -0.79324 2.43461 1.29241 0.08 -0.16 -0.10 0.00
H -1.98754 3.17114 0.26267 0.07 0.18 -0.37 0.00
H -0.13090 2.75152 -1.15147 0.12 0.29 -0.46 0.00
H 1.11787 3.37798 -0.13969 -0.13 -0.11 0.77 0.00
H -1.06016 4.91600 -1.52630 -0.45 -0.39 0.01 0.00
H 0.48053 5.43905 -1.56786 0.80 -0.07 0.74 0.00
H -1.63993 4.85916 2.30064 -0.46 -0.74 -0.12 0.00
H 0.04123 4.46991 2.14774 0.18 0.24 -0.19 0.00
C -2.41873 -6.55789 -0.72620 -0.29 -1.24 -1.63 0.00
C -0.97657 -6.39227 -0.40019 -0.78 1.24 0.25 0.00
O -0.84017 -7.01405 0.88310 0.03 -0.13 -0.70 0.00
C -2.08974 -7.40951 1.30914 1.42 -2.02 4.45 0.00
O -2.28710 -7.97279 2.40701 0.62 1.96 -3.70 0.00
O -2.95788 -7.15560 0.40036 -2.81 -0.30 0.72 0.00
F -0.81531 -5.05044 -0.25678 1.15 0.13 0.52 0.00
H -2.44371 -7.33006 -1.49511 -0.56 0.31 -0.47 0.00
H -2.98894 -5.66638 -0.98732 0.47 -0.01 -0.06 0.00
H -0.38848 -6.79398 -1.22534 0.86 0.24 0.65 0.00
C 1.43496 0.07694 5.99842 0.07 -0.16 0.99 0.00
C 2.71005 0.12000 5.17459 -0.55 -0.51 -1.98 0.00
O 2.54498 1.27176 4.35375 0.42 0.48 0.79 0.00
C 1.34607 1.85197 4.56981 -1.00 0.42 -0.95 0.00
O 0.86422 2.68619 3.82733 0.82 -1.38 1.86 0.00
O 0.77225 1.28983 5.67631 -0.14 1.05 -0.69 0.00
F 2.79563 -0.86768 4.23483 0.01 -0.64 0.52 0.00
H 1.74948 0.01234 7.04005 -0.29 0.66 0.24 0.00
H 0.69619 -0.71844 5.89995 0.51 -0.34 -0.83 0.00
H 3.63774 0.09741 5.74643 -0.04 0.41 -0.14 0.00
C -5.38084 1.33754 0.28082 0.39 -0.43 1.61 0.00
C -6.65507 1.20799 -0.45556 0.18 0.08 1.42 0.00
O -7.11349 -0.10478 -0.15277 -0.33 0.50 0.14 0.00
C -6.04941 -0.84551 0.26348 1.06 -3.88 -0.11 0.00
O -6.00637 -2.09104 0.35124 -0.49 4.94 -0.16 0.00
O -4.98933 -0.02814 0.47654 -0.18 -0.35 0.20 0.00
F -6.32047 1.27384 -1.71242 -0.20 -0.13 -3.66 0.00
H -5.61294 1.81202 1.23428 0.58 -0.08 0.27 0.00
H -4.60189 1.85940 -0.27507 -0.21 -0.01 0.04 0.00
H -7.32411 2.04026 -0.23688 -0.74 -0.65 0.17 0.00
C -3.36729 2.08245 3.49957 2.01 0.96 0.31 0.00
C -3.03465 1.99002 5.04924 0.36 -1.84 -4.76 0.00
O -4.26002 1.52250 5.46886 -0.61 -1.34 1.69 0.00
C -4.79684 0.69694 4.54008 -2.18 -1.43 -0.58 0.00
O -5.63356 -0.17011 4.77336 2.63 2.68 -0.99 0.00
O -4.30888 1.08205 3.28714 -1.53 -1.23 1.62 0.00
F -2.75618 3.12990 5.56679 0.26 2.98 1.55 0.00
H -2.52439 1.88737 2.83655 0.14 -0.15 0.36 0.00
H -3.69519 3.09813 3.27833 -0.68 0.05 0.05 0.00
H -2.15938 1.34689 5.14086 -0.33 -0.64 0.72 0.00
C 3.83988 -0.39295 -5.83170 0.18 0.38 2.17 0.00
C 2.46498 -0.55914 -6.27498 -2.21 0.02 -1.70 0.00
O 1.62906 0.11695 -5.31623 0.58 -0.64 -1.40 0.00
C 2.26469 -0.00302 -4.15939 -0.11 0.36 4.85 0.00
O 1.74404 0.15573 -3.03763 1.93 -0.28 -4.02 0.00
O 3.59918 -0.29389 -4.34404 -0.29 0.08 -1.39 0.00
F 2.07682 -1.86005 -6.33373 0.18 -0.16 0.17 0.00
H 4.22228 0.53704 -6.25239 0.26 0.11 0.51 0.00
H 4.47879 -1.23045 -6.11187 -0.08 0.02 0.49 0.00
H 2.28599 -0.16093 -7.27372 -0.24 0.31 0.16 0.00
C 1.75451 -3.69759 0.22085 -1.61 -0.27 1.04 0.00
C 2.24999 -5.03724 0.81926 -2.92 1.36 -1.29 0.00
O 3.01200 -4.66784 1.84235 2.49 2.86 2.50 0.00
C 3.44225 -3.29509 1.66709 2.07 -0.27 -0.78 0.00
O 4.39250 -2.75640 2.20969 -2.71 -1.56 -0.58 0.00
O 2.78268 -2.76339 0.60859 0.76 -0.78 0.47 0.00
F 2.98217 -5.63738 -0.11760 1.42 -1.21 -1.37 0.00
H 0.90183 -3.26983 0.74816 -0.38 -0.80 0.02 0.00
H 1.43683 -3.79447 -0.81732 0.85 0.44 -0.33 0.00
H 1.47986 -5.74453 1.12705 -0.11 0.24 0.16 0.00
C -0.68142 2.10095 -4.36153 -0.17 0.97 -0.08 0.00
C -1.76236 1.19399 -4.85615 1.41 -2.31 -0.42 0.00
O -2.89142 1.56306 -4.20074 -2.12 -0.60 0.95 0.00
C -2.76780 2.72932 -3.62090 -2.31 5.25 0.84 0.00
O -3.69759 3.44962 -3.15410 4.06 -3.48 -1.44 0.00
O -1.48394 3.22198 -3.84926 -0.18 -1.04 0.45 0.00
F -1.42809 -0.09840 -4.48534 -0.42 0.58 -0.40 0.00
H 0.00337 2.36925 -5.16600 -0.28 0.63 0.09 0.00
H -0.07201 1.62762 -3.59168 -0.34 -0.02 0.27 0.00
H -1.99899 1.18685 -5.92014 0.34 -0.03 -0.10 0.00
```
Positions in Å, forces in eV/Å.